Below is 9 unconnected molecules or ions with the total composition C39H75NO21, with properties calculated with ωB97M-V/def2-TZVPD.

Computed properties:
SMILES: O=C1C=C(O)C(=O)C=C1O.O=C1C=C(O)C(=O)C=C1O.CN(C)C=O.COCCOC.COCCOC.COCCOC.COCCOC.COCCOC.COCCOC
Energy above the lowest of the compared OMol25 structures with the same formula, charge and spin, kcal/mol: 0.7

Structure (ORCA input):
```
! RIJCOSX wB97M-V def2-TZVPD def2/J DEFGRID3
* xyz 0 1
O -2.186 -2.908 3.698
C -1.057 -3.191 3.462
C 0.023 -2.201 3.570
C 1.237 -2.463 3.180
O 2.192 -1.557 3.318
C 1.614 -3.778 2.565
O 2.718 -4.016 2.247
C 0.527 -4.756 2.514
C -0.698 -4.537 2.888
O -1.652 -5.427 2.868
H -0.177 -1.211 3.938
H 3.058 -1.995 3.225
H 0.765 -5.777 2.212
H -2.526 -4.918 2.853
O 5.568 -1.889 -5.266
C 5.418 -2.485 -4.245
C 4.935 -3.881 -4.225
C 4.606 -4.488 -3.105
O 4.141 -5.729 -3.085
C 4.871 -3.861 -1.781
O 4.767 -4.469 -0.839
C 5.358 -2.463 -1.785
C 5.611 -1.798 -2.884
O 5.843 -0.452 -2.963
H 4.825 -4.367 -5.189
H 4.125 -6.018 -2.142
H 5.237 -1.975 -0.815
H 6.665 -0.340 -3.480
C 1.142 -2.884 -2.724
N 0.635 -3.899 -1.803
C 1.314 -5.190 -1.780
C -0.288 -3.611 -0.930
O -0.835 -4.394 -0.274
H 0.774 -3.000 -3.752
H 2.239 -2.946 -2.790
H 0.927 -1.871 -2.366
H 2.053 -5.193 -0.967
H 0.619 -5.996 -1.521
H 1.735 -5.411 -2.747
H -0.501 -2.528 -0.881
C -4.191 2.851 -2.219
O -3.195 1.923 -2.488
C -3.683 0.919 -3.362
C -2.569 0.004 -3.709
O -1.534 0.805 -4.196
C -0.440 0.028 -4.513
H -4.398 3.484 -3.081
H -3.934 3.362 -1.292
H -5.136 2.334 -1.938
H -4.037 1.371 -4.309
H -4.509 0.373 -2.884
H -2.845 -0.712 -4.491
H -2.189 -0.517 -2.813
H 0.319 0.668 -4.971
H -0.711 -0.726 -5.271
H 0.018 -0.415 -3.618
C 7.653 2.538 -1.958
O 6.923 3.630 -2.163
C 5.670 3.396 -2.803
C 4.662 2.754 -1.890
O 4.516 3.405 -0.695
C 3.877 4.679 -0.842
H 7.853 1.999 -2.903
H 7.211 1.782 -1.291
H 8.582 2.865 -1.513
H 5.847 2.783 -3.695
H 5.342 4.415 -3.041
H 5.132 1.814 -1.553
H 3.755 2.454 -2.430
H 3.841 5.018 -1.894
H 4.503 5.475 -0.399
H 2.872 4.725 -0.430
C -2.006 -0.734 1.009
O -1.408 -0.441 -0.263
C -0.687 0.739 -0.407
C 0.766 0.610 -0.177
O 1.217 -0.479 -0.933
C 2.425 -0.993 -0.437
H -2.378 -1.749 1.084
H -2.882 -0.059 1.169
H -1.375 -0.515 1.889
H -1.079 1.629 0.104
H -0.789 0.978 -1.472
H 1.070 0.587 0.873
H 1.194 1.509 -0.653
H 2.577 -2.031 -0.763
H 2.427 -1.051 0.653
H 3.283 -0.385 -0.772
C 1.369 6.481 0.836
O 0.812 5.246 0.859
C 0.426 4.865 2.178
C 1.592 4.319 2.959
O 2.215 5.222 3.680
C 3.328 4.652 4.297
H 2.367 6.521 1.297
H 0.740 7.301 1.194
H 1.590 6.713 -0.218
H -0.338 4.097 2.092
H -0.014 5.753 2.656
H 2.294 3.907 2.187
H 1.372 3.386 3.495
H 4.183 4.566 3.587
H 3.175 3.646 4.717
H 3.674 5.307 5.099
C -4.066 -4.546 0.767
O -4.325 -4.965 2.114
C -5.227 -6.036 2.155
C -5.354 -6.596 3.516
O -5.991 -5.687 4.330
C -6.207 -6.237 5.529
H -5.007 -4.151 0.328
H -3.555 -5.279 0.153
H -3.486 -3.618 0.837
H -4.885 -6.854 1.492
H -6.204 -5.716 1.760
H -4.396 -6.874 3.971
H -5.957 -7.522 3.384
H -7.014 -6.988 5.462
H -6.446 -5.486 6.266
H -5.320 -6.801 5.876
C -6.782 5.513 -0.093
O -7.007 4.941 1.156
C -5.920 5.050 2.085
C -4.575 4.655 1.579
O -4.016 5.686 0.850
C -2.593 5.655 0.900
H -7.760 5.657 -0.560
H -6.144 4.884 -0.715
H -6.357 6.529 -0.027
H -6.192 4.292 2.847
H -5.868 6.002 2.642
H -4.653 3.718 0.992
H -3.923 4.424 2.432
H -2.221 4.645 0.767
H -2.294 6.237 1.781
H -2.227 6.263 0.064
*
```

Results of the Löwdin charge analysis, in e, for atoms 1 through 4:
1 O 0.14
2 C -0.32
3 C 0.06
4 C -0.27

Below is 3 unconnected molecules or ions with the total composition C5H15NO2, with properties calculated with ωB97M-V/def2-TZVPD.

Computed properties:
SMILES: CC/C=C/NC.O.O
Energy above the lowest of the compared OMol25 structures with the same formula, charge and spin, kcal/mol: 39.5

Structure (ORCA input):
```
! RIJCOSX wB97M-V def2-TZVPD def2/J DEFGRID3
* xyz 0 1
C 1.628 2.466 1.371
C 0.424 2.107 0.427
C 0.261 0.624 0.420
C 0.933 -0.216 -0.367
N 1.079 -1.607 -0.199
C 1.840 -2.275 -1.292
H 1.413 2.012 2.337
H 2.538 2.044 0.940
H 1.784 3.544 1.405
H 0.614 2.580 -0.528
H -0.435 2.602 0.886
H -0.500 0.212 1.077
H 1.593 0.235 -1.089
H 0.162 -2.023 -0.095
H 1.496 -3.302 -1.367
H 2.880 -2.256 -0.984
H 1.633 -1.775 -2.238
O -2.607 -0.871 1.910
H -2.054 -0.610 2.660
H -3.448 -0.454 2.123
O -2.633 -0.189 -2.294
H -1.796 -0.075 -1.817
H -2.719 0.681 -2.700
*
```

Results of the natural (NBO) charge analysis, in e, for atoms 1 through 4:
1 C -0.59
2 C -0.42
3 C -0.28
4 C -0.02

Below is 2 unconnected molecules or ions with the total composition C4H7NO2, with properties calculated with ωB97M-V/def2-TZVPD.

Computed properties:
SMILES: N[C@]12C[C@@H]1O2.C=O
Energy above the lowest of the compared OMol25 structures with the same formula, charge and spin, kcal/mol: 122.3

Structure (ORCA input):
```
! RIJCOSX wB97M-V def2-TZVPD def2/J DEFGRID3
* xyz 0 1
N 1.534 0.635 1.752
C 0.607 0.257 0.801
C 0.555 -0.951 -0.003
C -0.718 -0.588 0.736
O -0.558 0.910 0.565
H 1.401 1.535 2.186
H 2.491 0.388 1.554
H 1.124 -1.768 0.448
H 0.552 -0.945 -1.089
H -0.983 -0.946 1.718
C -1.503 0.374 -2.165
O -1.343 -0.622 -2.827
H -0.681 1.085 -1.964
H -2.477 0.638 -1.711
*
```

Results of the natural (NBO) charge analysis, in e, for atoms 1 through 4:
1 N -0.83
2 C 0.45
3 C -0.45
4 C -0.11

Below is 13 unconnected molecules or ions with the total composition C4H35N2O13, with properties calculated with ωB97M-V/def2-TZVPD.

Computed properties:
Energy above the lowest of the compared OMol25 structures with the same formula, charge and spin, kcal/mol: 34.6

Structure (ORCA input):
```
! RIJCOSX wB97M-V def2-TZVPD def2/J DEFGRID3
* xyz -1 1
C 0.091 1.891 1.465
C -0.276 1.327 2.854
C 0.207 -0.115 2.904
O 0.739 -0.341 4.214
N -0.633 1.244 0.391
C 0.169 1.095 -0.833
N -0.614 1.068 -2.065
H 0.079 2.992 1.387
H 1.213 1.832 1.365
H 0.229 1.864 3.651
H -1.368 1.336 3.036
H -0.703 -0.776 2.913
H 0.821 -0.506 2.106
H -0.979 0.332 0.694
H 0.738 2.042 -0.836
H 0.870 0.247 -0.957
H -1.252 1.812 -2.296
H -1.071 0.164 -2.138
H 2.422 -1.443 -3.222
H 2.250 -2.476 -2.070
O 2.366 -2.402 -3.021
H -2.226 -1.532 -0.245
H -1.172 -1.928 0.770
O -1.980 -1.362 0.701
H -3.016 -3.137 -1.266
H -1.753 -2.581 -1.771
O -2.756 -2.302 -1.689
H 2.596 0.594 -3.368
H 1.141 0.255 -3.458
O 1.965 0.113 -3.951
H 2.519 -0.687 0.596
H 0.403 -2.715 2.574
O 2.025 -1.061 -0.136
H -0.104 -3.032 4.089
H 1.123 -1.230 4.299
O 0.656 -2.862 3.512
H -1.442 2.799 -0.506
H -2.203 4.059 0.067
O -1.870 3.650 -0.734
H -0.009 -2.728 -0.655
H 0.306 -2.555 -2.288
O -0.311 -2.890 -1.623
H 0.952 4.752 -1.824
H -0.286 4.355 -0.983
O 0.627 4.718 -0.923
H -3.881 -0.088 0.741
H -3.769 1.030 -0.186
O -4.439 0.618 0.379
H 1.236 -1.713 0.098
H 0.716 -3.462 1.117
O 0.334 -2.615 0.839
H 3.159 1.585 -1.168
H 2.879 0.038 -0.966
O 3.281 0.727 -1.584
*
```

Results of the natural (NBO) charge analysis, in e, for atoms 1 through 4:
1 C -0.21
2 C -0.44
3 C -0.07
4 O -0.78

Below is 4 unconnected molecules or ions with the total composition C14H21FN5OS, with properties calculated with ωB97M-V/def2-TZVPD.

Computed properties:
Total energy, a.u.: -1392.502611

Structure (ORCA input):
```
! RIJCOSX wB97M-V def2-TZVPD def2/J DEFGRID3
* xyz 1 1
O -5.678 -1.318 -2.840
C -4.660 -1.608 -3.676
C -3.220 -2.270 -3.219
C -2.361 -1.367 -2.154
N -3.119 -0.551 -1.131
C -2.026 0.158 -0.363
F -2.521 1.075 0.690
C -0.515 -0.240 -0.860
C 0.900 0.297 -0.228
C 0.621 1.325 1.019
C 1.939 2.139 1.557
S 2.486 1.311 3.157
N -0.838 -1.188 -1.994
H -4.864 -1.381 -4.825
H -3.446 -3.323 -2.705
H -2.552 -2.510 -4.158
H -4.135 -0.435 -0.925
H 1.571 0.804 -1.075
H 1.540 -0.641 0.135
H -0.153 2.136 0.614
H 0.117 0.711 1.878
H 1.553 3.223 1.874
H 2.789 2.276 0.764
H 1.339 0.803 3.821
H -0.117 -1.658 -2.611
C 3.322 5.028 5.324
C 2.029 4.375 4.864
N 0.956 3.833 4.483
H 4.090 4.266 5.479
H 3.672 5.737 4.567
H 3.156 5.563 6.263
C -5.443 -6.033 -4.614
C -4.507 -4.906 -5.020
N -3.730 -3.972 -5.357
H -4.867 -6.935 -4.393
H -6.009 -5.744 -3.724
H -6.143 -6.247 -5.427
C 6.734 0.751 2.456
C 5.979 2.070 2.492
N 5.353 3.164 2.522
H 7.729 0.903 2.028
H 6.839 0.353 3.469
H 6.190 0.027 1.843
*
```

Results of the natural (NBO) charge analysis, in e, for atoms 1 through 4:
1 O -0.53
2 C 0.40
3 C -0.58
4 C 0.47

Below is a gas-phase ion, C6H18N2 (charge +2), with properties calculated with ωB97M-V/def2-TZVPD.

Computed properties:
SMILES: C[C@H]([NH3+])CCCC[NH3+]
Energy above the lowest of the compared OMol25 structures with the same formula, charge and spin, kcal/mol: 3.3

Structure (ORCA input):
```
! RIJCOSX wB97M-V def2-TZVPD def2/J DEFGRID3
* xyz 2 1
C -2.371 0.843 -1.465
C -0.892 0.931 -1.299
N -0.339 1.256 -2.747
C -0.263 -0.357 -0.850
C -0.444 -0.690 0.645
C 0.405 0.177 1.610
C 1.835 -0.288 1.934
N 1.908 -1.747 2.298
H -2.618 0.062 -2.193
H -2.920 1.751 -1.718
H -2.909 0.467 -0.591
H -0.565 1.774 -0.690
H -1.078 1.809 -3.197
H 0.501 1.834 -2.683
H -0.136 0.376 -3.225
H -0.659 -1.196 -1.432
H 0.801 -0.439 -1.115
H -0.313 -1.758 0.806
H -1.486 -0.497 0.907
H 0.487 1.181 1.198
H -0.125 0.284 2.556
H 2.520 -0.089 1.117
H 2.125 0.246 2.835
H 2.530 -1.919 3.077
H 2.266 -2.369 1.569
H 1.006 -2.140 2.583
*
```

Results of the natural (NBO) charge analysis, in e, for atoms 1 through 4:
1 C -0.68
2 C -0.02
3 N -0.69
4 C -0.44

Below is a molecular structure, C18H33BrCl2NNdO3SSi, with properties calculated with ωB97M-V/def2-TZVPD.

Computed properties:
⟨S²⟩: 3.755
Energy above the lowest of the compared OMol25 structures with the same formula, charge and spin, kcal/mol: 17.2

Structure (ORCA input):
```
! RIJCOSX wB97M-V def2-TZVPD def2/J DEFGRID3
* xyz 2 4
Nd -1.996 -0.098 0.024
Cl -2.598 0.409 2.817
C -3.207 2.053 2.411
Cl -3.928 2.075 0.774
H -2.356 2.722 2.426
H -3.981 2.297 3.128
C 0.032 -2.823 0.578
C 0.354 -2.122 -0.730
C 1.788 -2.321 -1.156
C -0.623 -2.507 -1.830
O 0.092 -0.667 -0.497
Si 1.126 0.579 0.160
S -0.433 1.963 0.472
O 1.692 -0.148 1.473
C 2.792 0.192 2.397
C 4.102 -0.148 1.712
C 2.554 -0.672 3.617
C 2.697 1.669 2.727
O 2.265 0.960 -0.879
C 2.431 1.788 -2.080
C 2.466 3.241 -1.649
C 3.757 1.350 -2.672
C 1.280 1.506 -3.027
H 0.067 -3.905 0.454
H -0.991 -2.589 0.914
H 0.718 -2.520 1.367
H 1.953 -3.382 -1.346
H 2.481 -2.002 -0.377
H 2.007 -1.768 -2.070
H -0.439 -3.531 -2.154
H -0.517 -1.848 -2.693
H -1.667 -2.495 -1.481
H 4.153 -1.212 1.474
H 4.931 0.088 2.381
H 4.235 0.426 0.795
H 2.618 -1.731 3.364
H 1.571 -0.465 4.044
H 3.304 -0.461 4.380
H 2.878 2.290 1.844
H 3.452 1.929 3.470
H 1.715 1.914 3.136
H 3.266 3.406 -0.928
H 1.517 3.549 -1.206
H 2.655 3.875 -2.517
H 4.571 1.541 -1.973
H 3.959 1.899 -3.592
H 3.741 0.285 -2.906
H 0.328 1.805 -2.580
H 1.249 0.448 -3.298
H 1.409 2.083 -3.944
Br -8.869 -0.354 -0.616
C -7.042 -0.637 -0.500
C -6.456 -0.955 0.721
C -5.093 -1.143 0.759
N -4.298 -1.035 -0.322
C -4.889 -0.759 -1.498
C -6.243 -0.541 -1.635
H -7.048 -1.060 1.619
H -4.614 -1.399 1.697
H -4.251 -0.722 -2.377
H -6.666 -0.319 -2.605
*
```

Results of the natural (NBO) charge analysis, in e, for atoms 1 through 4:
1 Nd 1.85
2 Cl 0.04
3 C -0.36
4 Cl 0.07

Below is 3 unconnected molecules or ions with the total composition C19H20N3O8S2, with properties calculated with ωB97M-V/def2-TZVPD.

Computed properties:
Energy above the lowest of the compared OMol25 structures with the same formula, charge and spin, kcal/mol: 75.0

Structure (ORCA input):
```
! RIJCOSX wB97M-V def2-TZVPD def2/J DEFGRID3
* xyz 1 1
N 5.596 1.404 1.603
C 4.495 1.815 0.622
C 4.414 3.401 0.379
C 2.913 3.996 0.438
S 2.292 4.268 2.165
C 1.259 2.859 2.742
S 1.368 2.467 4.385
N 0.327 2.069 1.922
C 0.656 1.028 0.983
C -0.594 0.403 0.324
N -1.673 1.147 0.971
C -1.149 2.114 1.902
H 5.208 1.559 2.549
H 5.713 0.374 1.484
H 6.488 1.893 1.424
H 4.718 1.304 -0.390
H 3.520 1.389 1.032
H 4.817 3.585 -0.690
H 5.102 3.916 1.137
H 2.982 5.045 -0.047
H 2.155 3.407 -0.179
H 1.655 0.587 0.661
H -0.610 -0.437 -0.442
H -1.753 2.827 2.572
C -2.492 -3.244 4.149
C -3.341 -4.271 4.081
C -4.059 -4.603 2.817
O -4.812 -5.560 2.786
C -3.826 -3.747 1.649
C -2.980 -2.717 1.718
C -2.241 -2.402 2.975
O -1.461 -1.465 2.998
O -2.757 -1.912 0.641
O -3.585 -5.059 5.164
H -1.963 -2.994 5.060
H -4.367 -3.987 0.743
H -2.108 -1.245 0.945
H -4.230 -5.728 4.858
C 0.083 -1.042 -4.879
C -0.692 -1.051 -5.966
C -1.945 -0.245 -6.035
O -2.617 -0.263 -7.050
C -2.322 0.542 -4.856
C -1.550 0.548 -3.767
C -0.281 -0.237 -3.710
O 0.413 -0.195 -2.704
O -1.893 1.276 -2.663
O -0.368 -1.795 -7.057
H 0.995 -1.620 -4.818
H -3.242 1.107 -4.912
H -1.182 1.121 -2.012
H -1.081 -1.631 -7.706
*
```

Results of the natural (NBO) charge analysis, in e, for atoms 1 through 4:
1 N -0.69
2 C -0.25
3 C -0.44
4 C -0.57

Below is C4H8O2 in the gas phase, with properties calculated with ωB97M-V/def2-TZVPD.

Computed properties:
SMILES: CCOC(C)=O
Energy above the lowest of the compared OMol25 structures with the same formula, charge and spin, kcal/mol: 5.5

Structure (ORCA input):
```
! RIJCOSX wB97M-V def2-TZVPD def2/J DEFGRID3
* xyz 0 1
C -2.165 -0.429 0.643
C -1.181 0.124 -0.366
O 0.118 0.120 0.247
C 1.159 0.254 -0.594
C 2.471 0.173 0.144
O 1.040 0.392 -1.788
H -1.849 -1.423 0.975
H -2.242 0.219 1.521
H -3.156 -0.516 0.186
H -1.145 -0.478 -1.278
H -1.427 1.152 -0.656
H 2.408 0.675 1.112
H 3.256 0.616 -0.470
H 2.715 -0.879 0.325
*
```

Results of the natural (NBO) charge analysis, in e, for atoms 1 through 4:
1 C -0.62
2 C -0.08
3 O -0.52
4 C 0.80

Below is C20H26N4O4 in the gas phase, with properties calculated with ωB97M-V/def2-TZVPD.

Computed properties:
SMILES: COC[C@@H](C)N1CCC(n2nccc2NC(=O)c2ccc3c(c2)OCO3)CC1
Energy above the lowest of the compared OMol25 structures with the same formula, charge and spin, kcal/mol: 89.6

Structure (ORCA input):
```
! RIJCOSX wB97M-V def2-TZVPD def2/J DEFGRID3
* xyz 0 1
C 0.374 -1.549 2.959
O 1.157 -1.667 1.797
C 1.220 -0.496 1.013
C 2.167 0.592 1.575
C 3.595 0.045 1.643
N 2.148 1.859 0.870
C 1.226 2.880 1.309
C -0.145 2.848 0.619
C 0.055 2.907 -0.897
N -1.206 2.904 -1.609
N -1.674 4.074 -2.033
C -2.821 3.835 -2.637
C -3.119 2.470 -2.611
C -2.059 1.900 -1.934
N -1.828 0.541 -1.664
C -2.043 -0.035 -0.444
O -2.378 0.606 0.532
C -1.765 -1.496 -0.376
C -2.377 -2.210 0.648
C -2.122 -3.559 0.861
C -1.216 -4.159 0.021
C -0.591 -3.447 -1.008
C -0.850 -2.121 -1.236
O 0.259 -4.278 -1.683
C 0.183 -5.525 -1.026
O -0.771 -5.447 0.012
C 0.994 1.794 -1.358
C 2.311 1.871 -0.563
H 0.859 -0.929 3.722
H 0.250 -2.558 3.348
H -0.610 -1.124 2.729
H 1.586 -0.836 0.040
H 0.212 -0.080 0.902
H 1.846 0.813 2.599
H 3.603 -0.869 2.231
H 4.252 0.777 2.103
H 3.972 -0.186 0.650
H 1.696 3.849 1.092
H 1.098 2.804 2.389
H -0.733 3.710 0.938
H -0.697 1.951 0.894
H 0.500 3.879 -1.147
H -3.387 4.637 -3.066
H -3.974 1.968 -3.015
H -1.773 -0.066 -2.469
H -3.063 -1.682 1.293
H -2.599 -4.109 1.655
H -0.328 -1.594 -2.018
H -0.118 -6.303 -1.745
H 1.168 -5.780 -0.603
H 0.527 0.825 -1.198
H 1.208 1.905 -2.423
H 2.814 2.811 -0.824
H 2.964 1.050 -0.858
*
```

Results of the natural (NBO) charge analysis, in e, for atoms 1 through 4:
1 C -0.25
2 O -0.55
3 C -0.09
4 C -0.05